[1]
An isolated molecule of C3H6OS at a distorted geometry, computed with wB97M-V/def2-TZVPD.

Values from the calculation:
LUMO = 0.7 eV
Kohn-Sham gap = 9.51 eV
Net charge = 0
E_tot = -591.24196 a.u.

Structure (XYZ):
```
11
C3H6OS wB97M-V/def2-TZVPD
C -1.93 -0.09 -0.04
C -0.60 0.27 0.49
C 0.58 -0.07 -0.07
O 1.78 0.50 0.28
S 3.18 -0.40 0.34
H -2.22 0.83 -0.60
H -1.95 -0.80 -0.89
H -2.60 -0.25 0.69
H -0.55 0.57 1.59
H 0.73 -0.58 -0.93
H 3.58 0.03 -0.85
```

natural (NBO) population analysis, charges in e, atoms 1 to 6: C -0.64; C -0.24; C 0.12; O -0.66; S 0.31; H 0.22

=====

[2]
A cluster of 2 separate species, C3H3NO3S in total at a distorted geometry, computed with wB97M-V/def2-TZVPD.

Values from the calculation:
LUMO = 6.4 eV
Kohn-Sham gap = 5.57 eV
Net charge = -2
E_tot = -794.63938 a.u.

Structure (XYZ):
```
11
C3H3NO3S wB97M-V/def2-TZVPD
C 2.52 -0.24 -0.49
C 1.53 0.11 0.34
C -0.56 -0.66 0.53
N -1.22 0.12 -0.11
O -3.08 1.41 -1.22
O -0.37 -1.72 1.18
O -3.41 0.54 1.06
S -2.98 0.19 -0.35
H 3.29 0.49 -0.73
H 2.71 -1.33 -0.99
H 1.58 1.08 0.77
```

natural (NBO) population analysis, charges in e, atoms 1 to 6: C -0.59; C -0.41; C 0.81; N -0.86; O -1.06; O -0.74

=====

[3]
A structure of composition C43H44NO2P2RhSe2 at a distorted geometry, computed with wB97M-V/def2-TZVPD.

Values from the calculation:
LUMO (spin up / spin down) = 0.6 / -1.1 eV
Kohn-Sham gap (spin up / spin down) = 7.09 / 6.43 eV
Net charge = 0
2S+1 = 5
<S²> = 6.016
E_tot = -7466.22581 a.u.

Structure (XYZ):
```
95
C43H44NO2P2RhSe2 wB97M-V/def2-TZVPD
Rh -0.74 0.65 -0.65
O 1.51 5.59 -1.78
C 2.42 5.11 -0.81
C 1.71 5.05 0.55
C 1.56 6.49 1.07
O 0.84 6.60 2.27
C 2.57 4.25 1.52
Se 2.78 2.37 1.00
C 0.32 4.42 0.39
Se 0.36 2.86 -0.79
H 1.90 5.47 -2.65
H 3.31 5.76 -0.74
H 2.76 4.10 -1.07
H 1.10 7.09 0.27
H 2.55 6.89 1.30
H -0.06 6.26 2.14
H 2.14 4.28 2.52
H 3.58 4.66 1.55
H -0.36 5.13 -0.10
H -0.09 4.10 1.35
C 1.11 -0.84 1.78
N 1.26 -1.98 0.90
C 1.89 -1.71 -0.37
P 0.92 -0.65 -1.60
C -0.11 -1.68 -2.69
C -1.08 -2.51 -2.13
C -2.08 -3.06 -2.90
C -2.13 -2.78 -4.26
C -1.18 -1.96 -4.83
C -0.17 -1.41 -4.06
C 2.35 -0.29 -2.66
C 2.88 1.00 -2.71
C 4.01 1.26 -3.46
C 4.61 0.24 -4.18
C 4.08 -1.04 -4.15
C 2.96 -1.31 -3.39
C 1.29 -3.29 1.38
C 1.71 -3.62 2.67
C 1.74 -4.93 3.10
C 1.34 -5.96 2.26
C 0.91 -5.65 0.98
C 0.89 -4.34 0.55
P -0.65 -0.26 1.48
C -1.41 -1.75 2.24
C -1.23 -1.96 3.61
C -1.66 -3.13 4.19
C -2.26 -4.11 3.42
C -2.48 -3.90 2.07
C -2.06 -2.71 1.49
C -1.13 0.99 2.70
C -2.48 1.03 3.07
C -2.95 2.08 3.84
C -2.10 3.09 4.23
C -0.76 3.05 3.88
C -0.28 2.00 3.12
H 1.82 -0.05 1.52
H 1.23 -1.12 2.83
H 2.17 -2.65 -0.85
H 2.80 -1.12 -0.21
H -1.03 -2.69 -1.06
H -2.83 -3.69 -2.44
H -2.93 -3.19 -4.86
H -1.22 -1.74 -5.89
H 0.56 -0.75 -4.51
H 2.40 1.79 -2.15
H 4.42 2.26 -3.48
H 5.49 0.45 -4.78
H 4.55 -1.83 -4.73
H 2.55 -2.31 -3.37
H 2.07 -2.86 3.35
H 2.12 -5.16 4.09
H 1.38 -6.99 2.59
H 0.60 -6.44 0.31
H 0.56 -4.13 -0.46
H -0.75 -1.19 4.21
H -1.50 -3.29 5.24
H -2.57 -5.04 3.87
H -2.95 -4.65 1.46
H -2.25 -2.52 0.44
H -3.15 0.25 2.75
H -4.00 2.11 4.12
H -2.48 3.92 4.82
H -0.11 3.86 4.17
H 0.76 1.97 2.82
C -4.94 -0.13 -3.00
C -4.77 -0.51 -1.67
C -3.61 -0.17 -1.00
C -2.59 0.53 -1.64
C -2.78 0.93 -2.96
C -3.95 0.60 -3.63
H -5.84 -0.40 -3.52
H -5.55 -1.06 -1.16
H -3.50 -0.46 0.04
H -2.02 1.50 -3.48
H -4.09 0.92 -4.66
```

Löwdin population analysis, charges in e, atoms 1 to 6: Rh 0.34; O -0.08; C -0.30; C -0.59; C -0.22; O -0.05

=====

[4]
A cluster of 2 separate species, C9H14 in total at a distorted geometry, computed with wB97M-V/def2-TZVPD.

Values from the calculation:
LUMO = 1.0 eV
Kohn-Sham gap = 10.02 eV
Net charge = 0
E_tot = -351.30940 a.u.

Structure (XYZ):
```
23
C9H14 wB97M-V/def2-TZVPD
C 1.91 2.29 -0.06
C 0.78 1.52 -0.67
C 0.93 0.28 -1.27
C -0.12 -0.34 -1.96
C -1.30 0.36 -2.14
C -1.49 1.57 -1.50
C -0.49 2.11 -0.70
H 1.60 2.77 0.87
H 2.20 3.10 -0.73
H 2.77 1.65 0.15
H 1.92 -0.14 -1.26
H 0.11 -1.37 -2.24
H -1.99 0.00 -2.89
H -2.36 2.16 -1.75
H -0.63 2.96 -0.05
C -0.60 -1.91 2.65
C -0.41 -2.83 1.41
H 0.10 -2.14 3.43
H -0.33 -0.89 2.35
H -1.64 -1.95 2.99
H -0.30 -2.23 0.51
H 0.53 -3.37 1.45
H -1.19 -3.59 1.39
```

natural (NBO) population analysis, charges in e, atoms 1 to 6: C -0.63; C 0.00; C -0.22; C -0.21; C -0.23; C -0.21

=====

[5]
A structure of composition C33H52Cl2O5PSeTeTi, computed with wB97M-V/def2-TZVPD.

Values from the calculation:
LUMO = -3.6 eV
Kohn-Sham gap = 7.43 eV
Net charge = +1
E_tot = -6445.55497 a.u.

Structure (XYZ):
```
96
C33H52Cl2O5PSeTeTi wB97M-V/def2-TZVPD
Ti -0.38 -1.61 1.28
C -3.43 5.34 -0.77
C -2.07 4.75 -1.17
C -0.96 5.64 -0.60
C -1.95 4.74 -2.70
C -1.96 3.31 -0.65
C -0.98 2.91 0.23
C -0.93 1.58 0.64
Se 0.48 0.97 1.81
C 1.84 0.80 0.46
C 2.66 1.85 0.14
C 3.60 1.71 -0.88
C 3.66 0.47 -1.52
C 2.84 -0.62 -1.21
C 1.91 -0.43 -0.20
O 1.02 -1.38 0.20
C 3.06 -1.92 -2.01
C 2.86 -1.62 -3.51
C 4.50 -2.40 -1.78
C 2.13 -3.08 -1.64
C 4.48 2.89 -1.27
C 3.58 4.04 -1.76
C 5.46 2.53 -2.38
C 5.28 3.36 -0.04
C -1.85 0.65 0.20
O -1.73 -0.64 0.65
C -2.88 1.02 -0.68
C -2.89 2.35 -1.07
C -3.92 0.01 -1.17
C -4.67 -0.59 0.03
C -4.95 0.66 -2.09
C -3.22 -1.10 -1.97
H -3.51 6.36 -1.13
H -3.54 5.35 0.32
H -4.25 4.77 -1.19
H -1.07 6.65 -1.00
H 0.03 5.28 -0.89
H -1.01 5.71 0.48
H -2.02 5.75 -3.08
H -2.74 4.15 -3.16
H -0.99 4.32 -3.01
H -0.24 3.60 0.61
H 2.57 2.78 0.69
H 4.38 0.35 -2.31
H 3.55 -0.86 -3.87
H 1.84 -1.27 -3.69
H 3.02 -2.53 -4.09
H 5.24 -1.65 -2.09
H 4.69 -3.31 -2.35
H 4.67 -2.61 -0.72
H 1.08 -2.84 -1.83
H 2.24 -3.37 -0.60
H 2.39 -3.94 -2.27
H 3.00 3.73 -2.64
H 4.19 4.90 -2.03
H 2.88 4.35 -0.99
H 4.95 2.24 -3.30
H 6.13 1.72 -2.08
H 6.08 3.40 -2.61
H 4.62 3.69 0.76
H 5.92 4.19 -0.32
H 5.91 2.55 0.34
H -3.67 2.67 -1.75
H -5.16 0.19 0.61
H -4.01 -1.16 0.68
H -5.45 -1.27 -0.34
H -5.50 1.45 -1.57
H -5.67 -0.09 -2.41
H -4.50 1.08 -2.99
H -2.50 -1.65 -1.36
H -2.70 -0.69 -2.83
H -3.97 -1.81 -2.33
Cl 2.13 -5.68 1.71
C 3.14 -4.41 2.39
Cl 2.21 -2.94 2.80
H 3.89 -4.13 1.66
H 3.59 -4.77 3.31
C 0.40 -4.57 5.66
C -0.50 -5.01 4.53
O -1.62 -4.08 4.42
P -1.86 -3.12 3.20
O -0.87 -1.95 3.15
Te -1.57 -4.11 1.04
O -3.25 -2.50 3.51
C -4.41 -3.23 4.02
C -5.02 -4.12 2.96
H 1.23 -5.27 5.74
H -0.14 -4.57 6.60
H 0.80 -3.58 5.47
H -0.94 -5.98 4.72
H 0.03 -5.05 3.58
H -5.10 -2.45 4.32
H -4.10 -3.80 4.90
H -5.25 -3.55 2.06
H -5.94 -4.55 3.34
H -4.35 -4.95 2.69
```

Löwdin population analysis, charges in e, atoms 1 to 6: Ti 0.68; C -0.04; C -0.55; C -0.06; C -0.04; C -0.15

=====

[6]
An isolated molecule of C3H3ClF2 at a distorted geometry, computed with wB97M-V/def2-TZVPD.

Values from the calculation:
LUMO = 0.8 eV
Kohn-Sham gap = 10.92 eV
Net charge = 0
E_tot = -775.99450 a.u.

Structure (XYZ):
```
9
C3H3ClF2 wB97M-V/def2-TZVPD
F -2.20 -0.71 -1.26
C -1.00 -1.41 -1.09
C 0.04 -0.40 -0.78
C 0.39 0.13 0.39
F -0.14 -0.38 1.55
Cl 1.53 1.39 0.60
H -1.24 -2.13 -0.38
H -0.74 -1.86 -2.03
H 0.41 0.16 -1.61
```

natural (NBO) population analysis, charges in e, atoms 1 to 6: F -0.37; C 0.03; C -0.34; C 0.37; F -0.33; Cl 0.05

=====

The evaluated energy above the lowest of the compared OMol25 structures with the same formula, charge and spin for the records listed, in turn: 2.477 3.173 0.655 0.566 0.000 0.670 eV.